Record 1
Entry from OMol25: a 11-piece molecular cluster, H22O11 overall (ωB97M-V with the def2-TZVPD basis set).

XYZ file:
```
33
Properties=species:S:1:pos:R:3:forces:R:3:nbo_charge:R:1
O 2.3408 2.0335 1.7429 -0.05 0.16 -0.56 -0.93
H 1.6364 1.8414 2.3540 -0.37 0.17 0.52 0.46
H 2.0802 1.4491 1.0072 0.15 0.65 -0.03 0.48
O 3.3124 -0.4105 2.0625 0.39 -1.07 0.70 -0.96
H 2.9367 -0.5873 1.2107 -0.08 -0.76 -1.00 0.47
H 3.0915 0.5023 2.1750 0.29 1.01 0.42 0.46
O 1.4534 -2.4060 0.2121 1.51 0.79 1.96 -0.95
H 0.8586 -1.8342 -0.2160 -1.26 1.07 -1.10 0.48
H 1.3206 -3.2542 -0.1316 -0.35 -1.84 -0.84 0.47
O -0.1698 0.8170 -3.0835 0.32 0.60 0.38 -0.95
H -0.5150 1.4791 -2.4705 0.47 0.29 0.20 0.48
H -0.9921 0.5129 -3.4414 -0.66 -0.73 -0.66 0.47
O 0.0448 0.0723 2.7286 -0.68 0.50 1.08 -0.97
H -0.0942 -0.7928 3.1242 0.30 -0.27 0.05 0.50
H -0.0484 0.7060 3.4656 0.11 -0.45 -0.46 0.49
O 0.4829 0.4476 0.1922 -0.32 0.25 -1.00 -0.99
H -0.3691 0.7970 -0.0902 0.00 0.13 -0.29 0.50
H 0.3745 0.0819 1.0582 -0.21 -0.37 1.03 0.50
O -1.8421 1.9992 -1.0603 0.40 0.80 2.40 -0.99
H -1.9221 2.2310 -0.0730 -0.04 -0.59 -2.41 0.47
H -2.2204 1.1118 -1.2130 -0.46 0.14 0.03 0.50
O 2.6395 0.3400 -1.1702 -0.16 -0.18 0.33 -0.99
H 1.8115 0.5218 -0.6481 1.06 0.07 -1.00 0.48
H 3.2143 1.1094 -1.2234 -0.32 0.05 0.13 0.47
O -2.5663 -0.8341 1.2061 0.04 0.21 0.21 -0.94
H -2.2572 -0.3381 1.9668 0.56 0.24 0.12 0.48
H -3.4818 -0.9690 1.4364 -0.65 -0.43 0.06 0.47
O -0.6545 -1.8002 -2.3838 -1.08 -1.41 0.15 -0.96
H -0.3223 -2.5377 -2.9054 0.16 0.19 0.06 0.47
H 0.0233 -1.1494 -2.3388 1.04 1.08 -0.26 0.49
O -3.0782 -0.3500 -1.4252 -0.13 0.07 -0.09 -0.94
H -3.0804 -0.3325 -0.4656 0.57 -0.39 0.57 0.48
H -4.0075 -0.4570 -1.6026 -0.56 0.04 -0.67 0.47
```
Positions in Å, forces in eV/Å.

Computed properties:
**LUMO level**: -0.65 eV
**DFT total energy**: -840.80216 Ha
**Charge**: 0
**E_HOMO**: -10.11 eV
**SMILES**: O.O.O.O.O.O.O.O.O.O.O

Record 2
Entry from OMol25: a 11-piece molecular cluster, H23O11 overall (ωB97M-V with the def2-TZVPD basis set).

XYZ file:
```
34
Properties=species:S:1:pos:R:3:forces:R:3:nbo_charge:R:1
O 1.8730 -2.0826 1.4553 -0.38 0.48 -1.74 -0.99
H 0.9533 -1.7077 3.4024 -0.22 0.24 0.24 0.55
H 1.4068 -2.0754 0.5839 0.31 -0.52 0.41 0.52
O 0.2220 0.6379 -1.3032 -0.10 0.25 0.14 -0.96
H 2.4223 -1.2902 1.3744 0.18 -0.07 0.42 0.52
H 3.4919 3.2721 -0.4254 -0.23 -0.35 0.88 0.47
O 0.6121 -2.6179 3.4113 -0.09 -1.26 -1.96 -0.78
H 2.0580 -2.1872 -1.2759 0.09 -0.09 -0.38 0.48
H -1.0346 0.5774 4.2076 0.18 -0.12 -0.56 0.50
O -2.8635 4.0739 -0.7706 0.08 0.49 0.20 -0.94
H -2.0613 3.6110 -1.0290 -0.35 -0.26 -0.06 0.47
H 1.4894 2.2849 -2.5278 0.26 0.01 0.23 0.46
O -1.6962 -0.0004 0.6653 -0.53 -0.15 -0.99 -0.98
H -2.0496 -0.4830 4.0145 0.03 -0.04 -0.29 0.48
H 0.4160 1.2664 -2.0077 -0.34 -0.52 -0.07 0.46
O -1.2808 1.4230 -3.7976 0.30 0.03 -0.44 -0.95
H -1.2161 0.6504 -4.3699 -0.19 -0.23 0.21 0.47
H 0.8586 -2.8893 2.3861 0.36 0.97 2.35 0.58
O 3.3053 2.4054 -0.8179 0.41 1.32 -0.69 -0.94
H -0.3675 -2.5968 3.3908 -0.53 0.06 0.10 0.57
O 1.7849 2.3507 -3.4349 0.14 -0.10 -0.79 -0.94
H 1.5682 1.5250 -3.9009 0.06 0.42 0.50 0.48
H -0.6601 0.9232 -1.0186 0.10 -0.29 0.12 0.49
O -1.9695 -2.9591 2.2674 0.28 -0.03 0.12 -0.99
H 3.5473 2.7065 -1.7126 -0.20 -0.99 -0.24 0.48
H -2.3725 -3.5068 1.5778 0.14 0.08 0.24 0.51
O 1.5046 -2.9647 -1.1377 0.05 0.25 0.20 -0.96
H -2.5763 -2.2264 2.4020 -0.16 0.08 -0.26 0.49
H 1.2446 -3.2437 -2.0217 -0.11 0.01 0.04 0.50
O -1.2728 -0.1160 3.5622 -0.16 0.14 1.06 -0.97
H -3.6109 3.4709 -0.7720 0.27 -0.25 -0.16 0.48
H -1.0181 2.1234 -4.4078 -0.10 0.28 0.22 0.48
H -1.6748 0.3238 1.5667 0.60 -0.36 0.27 0.50
H -1.0337 -0.6788 0.4635 -0.17 0.49 0.67 0.48
```
Positions in Å, forces in eV/Å.

Computed properties:
**LUMO level**: -3.40 eV
**DFT total energy**: -841.13323 Ha
**Charge**: +1
**E_HOMO**: -13.29 eV

Record 3
Entry from OMol25: a 12-piece molecular cluster, H24O12 overall (ωB97M-V with the def2-TZVPD basis set).

XYZ file:
```
36
Properties=species:S:1:pos:R:3:forces:R:3:lowdin_spin:R:1
O -1.8235 -1.6155 2.5558 -0.46 -0.55 0.00 0.08
H -2.5002 -1.7340 3.2223 -0.26 -0.09 0.19 0.03
H -1.3786 -0.8060 2.8068 0.29 0.88 0.21 0.01
O -1.2757 3.6096 -1.6227 0.26 1.18 0.21 0.04
H -1.3518 2.7091 -1.3074 -0.13 -0.57 -0.11 0.02
H -1.8036 3.6299 -2.4209 -0.15 -0.14 -0.15 0.02
O -0.5133 -3.4737 1.3516 1.15 -1.05 -0.65 0.03
H -1.2585 -3.9935 1.0504 -0.12 -0.03 -0.21 0.02
H -0.8951 -2.8298 1.9481 -0.50 0.74 0.46 0.01
O 0.0663 -0.2426 0.3287 -0.05 0.46 1.22 0.04
H -0.0803 0.2597 -0.4728 -0.36 0.08 -0.48 0.02
H 0.2354 -1.1346 0.0254 0.00 -0.41 -0.19 0.01
O 2.3464 2.8239 -0.7628 -0.17 0.21 -0.74 0.03
H 3.1383 3.1303 -0.3209 0.14 -0.06 0.13 0.01
H 1.9428 2.2193 -0.1401 0.02 -0.26 0.68 0.01
O -3.1542 -1.1785 -1.1110 0.03 -0.22 -0.63 0.11
H -2.7788 -0.5734 -0.4714 0.34 0.23 0.47 0.04
H -4.0574 -1.3052 -0.8202 -0.36 -0.05 0.16 0.03
O -1.3683 0.9405 -1.8780 -0.12 -0.13 0.45 0.08
H -2.1141 0.5343 -2.3196 -0.59 -0.47 0.12 0.02
H -0.6719 0.9413 -2.5347 0.65 0.33 -0.58 0.01
O 1.3695 -1.3280 -1.7506 -0.07 -0.33 -0.13 0.05
H 2.2405 -1.6828 -1.5725 0.30 -0.12 0.18 0.01
H 1.4932 -0.7574 -2.5091 -0.06 0.34 -0.38 0.01
O 2.1505 1.1617 1.6701 0.53 0.53 0.06 0.02
H 2.6734 0.7478 2.3568 0.14 -0.05 0.15 0.01
H 1.5104 0.4950 1.4211 -0.65 -0.49 -0.36 0.01
O 0.9582 1.6445 -3.1679 -0.05 -0.76 -0.47 0.04
H 1.3265 1.8533 -2.3094 0.45 0.43 0.53 0.01
H 0.9916 2.4704 -3.6507 -0.09 0.30 -0.08 0.02
O -0.8316 0.9259 2.8133 0.10 -0.02 0.64 0.07
H -1.3844 1.7024 2.9005 -0.25 0.24 0.10 0.03
H -0.7970 0.7606 1.8711 0.25 -0.16 -0.85 0.02
O 2.6200 -2.9488 1.7496 0.41 0.28 0.09 0.02
H 1.7819 -3.2436 1.3932 -0.75 -0.11 -0.07 0.01
H 3.1932 -3.7120 1.6777 0.13 -0.16 0.00 0.00
```
Positions in Å, forces in eV/Å.

Computed properties:
**LUMO level (spin up / spin down)**: 2.95 / 2.85 eV
**DFT total energy**: -917.26859 Ha
**Charge**: -1
**2S+1**: 2
**E_HOMO (spin up / spin down)**: 0.67 / -7.85 eV

Record 4
Entry from OMol25: a 12-piece molecular cluster, H24O12 overall (ωB97M-V with the def2-TZVPD basis set).

XYZ file:
```
36
Properties=species:S:1:pos:R:3:forces:R:3:nbo_charge:R:1
H 0.1763 -0.7051 -0.0991 0.31 0.18 -0.08 0.49
H -1.2951 -0.7415 -0.4783 -0.02 0.10 0.07 0.47
H -2.5059 2.0752 1.8875 0.05 -0.11 0.27 0.48
H -1.3520 2.7018 2.6530 -0.32 0.14 0.01 0.45
H -1.1084 0.6866 3.0540 0.02 -0.36 0.08 0.45
H -1.6352 -0.3603 2.0862 0.23 -0.06 -0.11 0.49
H 1.6809 3.4395 3.4928 0.20 0.10 0.09 0.49
H 0.8920 2.8862 2.3175 -0.04 0.30 -0.18 0.46
H -3.6864 0.2236 -4.0252 -0.37 0.14 0.20 0.48
H -2.7036 -0.6517 -3.2649 -0.53 0.65 0.20 0.44
H -4.7529 2.0429 0.0614 -0.05 0.06 -0.10 0.47
H -3.3523 1.9268 -0.5172 -0.02 0.17 -0.04 0.47
H 1.6472 1.0855 0.6816 0.13 -0.09 -0.27 0.45
H 2.5525 2.2910 0.4887 0.14 -0.01 0.18 0.47
H 1.7375 -1.8779 -0.7171 0.11 -0.25 0.00 0.45
H 2.5089 -1.2073 -1.8420 -0.20 0.26 0.21 0.47
H -0.3859 -3.8203 -0.4597 -0.06 -0.17 0.08 0.46
H 0.0461 -4.5210 -1.7373 -0.05 -0.13 -0.02 0.47
H -2.5065 -2.2856 -3.4994 0.11 -0.63 -0.61 0.45
H -1.8038 -1.3275 -4.4472 0.04 -0.78 -0.56 0.47
H 2.5028 1.6322 2.9267 0.59 0.09 -0.13 0.48
H 3.5981 0.6182 3.2136 0.23 0.15 0.09 0.46
H 3.7828 -2.5930 -1.4134 0.42 -0.08 0.22 0.45
H 4.6908 -1.4530 -1.8445 0.31 -0.06 0.11 0.46
O -0.6890 -0.3869 0.1820 -0.24 -0.17 -0.05 -0.97
O -2.0578 2.9162 2.0327 0.20 0.11 -0.18 -0.93
O -1.8252 0.0532 2.9359 -0.14 0.22 0.01 -0.94
O 1.7914 3.0770 2.6066 -1.58 1.19 -0.18 -0.92
O -3.3889 -0.6893 -3.9416 -1.63 2.61 0.56 -0.92
O -4.2724 2.0554 -0.7740 0.13 -0.20 0.11 -0.94
O 2.5609 1.3741 0.7858 -0.32 -0.19 -0.55 -0.92
O 2.3014 -1.1191 -0.9049 -2.87 0.70 0.11 -0.91
O 0.0190 -4.6340 -0.7805 0.09 0.35 -0.09 -0.93
O -1.9777 -2.2648 -4.3050 2.36 -1.96 0.24 -0.92
O 3.3297 1.5229 3.4098 0.71 -1.34 0.92 -0.97
O 4.3678 -1.9127 -1.0614 2.06 -0.92 -0.60 -0.91
```
Positions in Å, forces in eV/Å.

Computed properties:
**LUMO level**: -0.83 eV
**DFT total energy**: -917.12101 Ha
**Charge**: 0
**E_HOMO**: -10.14 eV
**SMILES**: O.O.O.O.O.O.O.O.O.O.O.O

Record 5
Entry from OMol25: a 12-piece molecular cluster, H24O12 overall (ωB97M-V with the def2-TZVPD basis set).

XYZ file:
```
36
Properties=species:S:1:pos:R:3:forces:R:3:nbo_charge:R:1
O 0.6722 1.9261 1.2095 1.17 1.92 1.31 -0.97
H 0.9795 2.7101 1.7695 -0.65 -1.73 -0.97 0.49
H -0.1208 2.2326 0.7693 -0.41 -0.04 0.12 0.48
O -1.8895 -1.3096 1.7891 0.33 -1.62 0.24 -0.99
H -1.1970 -1.2172 1.1234 0.52 0.66 -0.58 0.49
H -1.6798 -2.2605 1.9785 -0.81 1.11 0.38 0.48
O 1.5135 -2.5713 2.3966 -3.24 -2.87 -1.86 -0.96
H 2.1889 -1.9734 2.5203 2.34 2.02 -0.18 0.47
H 1.3493 -2.7741 1.4222 0.89 0.91 2.00 0.49
O -1.1290 -0.6094 -1.9039 -0.08 -2.62 -4.20 -0.91
H -1.2464 0.2986 -1.8227 -0.91 3.03 -0.30 0.49
H -0.7320 -0.6861 -2.8329 -0.54 0.17 1.78 0.52
O 2.5730 -1.6827 -0.9082 4.39 -5.20 -5.44 -0.93
H 1.9273 -1.2884 -0.4969 -5.68 3.72 3.84 0.46
H 2.0369 -2.2533 -1.5646 1.64 1.30 1.46 0.46
O 1.3425 1.1880 -2.4718 1.25 -0.62 -4.85 -0.97
H 2.0675 1.0809 -1.8853 0.31 -0.10 1.03 0.49
H 0.5488 1.2178 -2.0491 -2.90 0.29 2.02 0.44
O 2.6687 1.7895 -0.6528 2.99 -1.42 -0.73 -0.95
H 3.6398 1.8431 -0.7024 -0.71 0.34 0.52 0.49
H 2.2816 2.3638 -0.0458 -0.62 1.38 1.68 0.49
O 0.1678 -0.8496 -0.0099 1.13 2.32 2.02 -1.04
H 0.4772 0.0252 0.4089 -0.45 -1.92 -0.66 0.49
H -0.2834 -0.5958 -0.8735 0.91 -0.92 1.04 0.47
O -2.5546 -3.1124 -1.7242 -5.83 3.82 -4.87 -0.93
H -1.8780 -3.4158 -1.2948 6.21 -2.73 3.96 0.45
H -2.2412 -2.3071 -2.2155 -0.55 -1.26 1.04 0.47
O 0.0763 0.1849 4.1345 -2.02 4.39 -0.80 -0.91
H -0.4301 1.0427 3.7429 1.56 -1.76 2.68 0.44
H -0.0665 -0.0973 3.2564 0.44 -2.73 -1.89 0.47
O -1.4695 2.1461 -2.0532 -2.26 -3.88 -0.76 -0.94
H -1.6714 1.9319 -1.1309 -1.28 -1.63 0.36 0.46
H -1.0760 2.8540 -1.7054 3.47 5.72 0.31 0.46
O -1.8899 1.4500 0.5757 3.41 2.14 -0.59 -0.94
H -2.3635 0.6916 0.5964 -1.73 -4.99 0.35 0.50
H -2.5920 2.0272 0.6506 -2.26 2.80 0.51 0.48
```
Positions in Å, forces in eV/Å.

Computed properties:
**LUMO level**: -0.62 eV
**DFT total energy**: -917.11836 Ha
**Charge**: 0
**E_HOMO**: -10.63 eV
**SMILES**: O.O.O.O.O.O.O.O.O.O.O.O

Record 6
Entry from OMol25: a 12-piece molecular cluster, H24O12 overall (ωB97M-V with the def2-TZVPD basis set).

XYZ file:
```
36
Properties=species:S:1:pos:R:3:forces:R:3:nbo_charge:R:1
O -17.4980 19.3710 -19.8700 -0.28 -0.76 -0.64 -0.94
H -16.9760 19.3790 -19.0860 0.59 0.00 1.12 0.50
H -17.7410 20.2660 -20.0460 -0.29 1.03 -0.08 0.49
O -21.1760 18.5530 -21.7420 0.45 2.07 1.99 -0.98
H -21.1690 18.0680 -22.5260 -0.53 -1.83 -1.95 0.50
H -20.3120 19.0010 -21.8370 -0.30 0.17 -0.11 0.49
O -18.7160 19.1690 -22.6430 -0.66 0.96 -0.20 -0.95
H -18.0430 18.5290 -22.4960 1.00 -1.20 0.29 0.49
H -18.2220 19.9870 -22.6040 0.07 0.48 -0.22 0.48
O -19.3200 17.3980 -20.1160 1.77 0.18 -0.22 -1.01
H -18.5800 18.0580 -20.1240 -0.96 -0.51 -0.05 0.49
H -20.0930 17.8430 -20.4560 -0.71 -0.04 -0.43 0.50
O -22.4900 19.3830 -19.2500 -3.00 0.35 -1.10 -0.95
H -22.1090 19.3170 -20.1120 0.65 -0.04 -1.12 0.50
H -21.8500 19.2800 -18.6130 2.54 -0.15 2.22 0.47
O -16.5700 15.7320 -19.3760 -0.93 0.43 -0.70 -0.97
H -15.6780 15.6650 -19.0800 0.98 -0.13 0.34 0.47
H -16.5160 16.0140 -20.3150 0.17 -0.18 0.79 0.49
O -16.5100 17.0460 -21.8620 0.92 0.33 -0.65 -0.98
H -17.3030 16.5460 -22.0710 0.00 -0.52 -0.44 0.50
H -15.8160 16.9390 -22.5640 -1.35 -0.08 0.80 0.50
O -18.8810 14.5970 -20.6980 0.36 0.23 -0.06 -0.96
H -19.2840 15.2270 -21.2950 -0.61 0.10 -0.42 0.47
H -18.6400 15.2130 -19.9930 0.06 -0.43 0.36 0.49
O -19.2430 16.9510 -17.5960 -0.59 0.12 1.48 -0.97
H -19.0700 17.1110 -18.5140 -0.25 0.00 -1.11 0.48
H -18.4010 16.7320 -17.2250 0.68 -0.33 0.46 0.46
O -22.4530 16.5630 -19.6090 1.57 0.90 0.99 -0.96
H -23.3490 16.6470 -19.8490 -1.90 -0.08 -0.47 0.47
H -22.2660 17.4980 -19.3280 -0.13 -1.16 -0.28 0.49
O -15.3540 19.6270 -21.4680 -0.28 0.72 -0.34 -0.98
H -16.1050 19.2060 -21.0160 0.60 -0.21 -0.08 0.49
H -14.5640 19.1030 -21.3720 0.09 -0.35 0.19 0.47
O -21.4760 15.7360 -21.9790 0.37 -1.15 -0.43 -0.98
H -21.8170 15.8940 -21.1050 -0.64 1.90 1.22 0.49
H -21.3290 14.8200 -21.7240 0.55 -0.83 -1.12 0.47
```
Positions in Å, forces in eV/Å.

Computed properties:
**LUMO level**: -0.33 eV
**DFT total energy**: -917.25628 Ha
**Charge**: 0
**E_HOMO**: -10.45 eV
**SMILES**: O.O.O.O.O.O.O.O.O.O.O.O

Copy entry 1 word for word.
Entry from OMol25: a 11-piece molecular cluster, H22O11 overall (ωB97M-V with the def2-TZVPD basis set).

XYZ file:
```
33
Properties=species:S:1:pos:R:3:forces:R:3:nbo_charge:R:1
O 2.3408 2.0335 1.7429 -0.05 0.16 -0.56 -0.93
H 1.6364 1.8414 2.3540 -0.37 0.17 0.52 0.46
H 2.0802 1.4491 1.0072 0.15 0.65 -0.03 0.48
O 3.3124 -0.4105 2.0625 0.39 -1.07 0.70 -0.96
H 2.9367 -0.5873 1.2107 -0.08 -0.76 -1.00 0.47
H 3.0915 0.5023 2.1750 0.29 1.01 0.42 0.46
O 1.4534 -2.4060 0.2121 1.51 0.79 1.96 -0.95
H 0.8586 -1.8342 -0.2160 -1.26 1.07 -1.10 0.48
H 1.3206 -3.2542 -0.1316 -0.35 -1.84 -0.84 0.47
O -0.1698 0.8170 -3.0835 0.32 0.60 0.38 -0.95
H -0.5150 1.4791 -2.4705 0.47 0.29 0.20 0.48
H -0.9921 0.5129 -3.4414 -0.66 -0.73 -0.66 0.47
O 0.0448 0.0723 2.7286 -0.68 0.50 1.08 -0.97
H -0.0942 -0.7928 3.1242 0.30 -0.27 0.05 0.50
H -0.0484 0.7060 3.4656 0.11 -0.45 -0.46 0.49
O 0.4829 0.4476 0.1922 -0.32 0.25 -1.00 -0.99
H -0.3691 0.7970 -0.0902 0.00 0.13 -0.29 0.50
H 0.3745 0.0819 1.0582 -0.21 -0.37 1.03 0.50
O -1.8421 1.9992 -1.0603 0.40 0.80 2.40 -0.99
H -1.9221 2.2310 -0.0730 -0.04 -0.59 -2.41 0.47
H -2.2204 1.1118 -1.2130 -0.46 0.14 0.03 0.50
O 2.6395 0.3400 -1.1702 -0.16 -0.18 0.33 -0.99
H 1.8115 0.5218 -0.6481 1.06 0.07 -1.00 0.48
H 3.2143 1.1094 -1.2234 -0.32 0.05 0.13 0.47
O -2.5663 -0.8341 1.2061 0.04 0.21 0.21 -0.94
H -2.2572 -0.3381 1.9668 0.56 0.24 0.12 0.48
H -3.4818 -0.9690 1.4364 -0.65 -0.43 0.06 0.47
O -0.6545 -1.8002 -2.3838 -1.08 -1.41 0.15 -0.96
H -0.3223 -2.5377 -2.9054 0.16 0.19 0.06 0.47
H 0.0233 -1.1494 -2.3388 1.04 1.08 -0.26 0.49
O -3.0782 -0.3500 -1.4252 -0.13 0.07 -0.09 -0.94
H -3.0804 -0.3325 -0.4656 0.57 -0.39 0.57 0.48
H -4.0075 -0.4570 -1.6026 -0.56 0.04 -0.67 0.47
```
Positions in Å, forces in eV/Å.

Computed properties:
**LUMO level**: -0.65 eV
**DFT total energy**: -840.80216 Ha
**Charge**: 0
**E_HOMO**: -10.11 eV
**SMILES**: O.O.O.O.O.O.O.O.O.O.O